No. 1
DFT (ωB97M-V/def2-TZVPD) results for a molecular structure, C5H4CoNSSbSe4 in a non-equilibrium geometry.

**Total charge**: -2
**Frontier orbital gap (alpha / beta)**: 5.85 / 5.91 eV
**Calculated total energy**: -323129.20609 eV
**Expectation value of S²**: 3.764
**LUMO (alpha / beta)**: 4.7 / 4.7 eV
**Multiplicity**: 4

Each line ends with the Löwdin charge.
Positions of all 17 atoms, in Å:
Co1 0.329 -1.936 -0.251  -0.289
Se1 2.869 0.026 2.733  -0.359
Sb1 2.396 -2.316 2.307  -0.231
Se2 2.503 -2.612 -0.680  -0.185
Se3 -0.034 -2.720 1.900  -0.096
Se4 3.270 -3.886 3.935  -0.351
S1 -1.932 -1.784 -1.384  0.474
C1 -1.420 -0.146 -1.136  -0.809
C2 -2.254 0.994 -1.093  -0.120
C3 -1.704 2.235 -0.881  -0.109
C4 -0.326 2.374 -0.694  -0.094
C5 0.429 1.222 -0.713  -0.132
N1 -0.096 0.018 -0.936  -0.069
H1 -3.320 0.860 -1.216  0.086
H2 -2.347 3.108 -0.841  0.091
H3 0.135 3.334 -0.511  0.086
H4 1.499 1.228 -0.539  0.106

Cartesian forces (eV/Å) of the 6 atoms listed first:
-0.44 0.30 -0.91
0.06 -0.08 -0.07
-0.16 0.05 -1.34
0.96 -0.15 1.36
-0.39 -0.17 1.02
0.12 -0.01 -0.29

No. 2
DFT (ωB97M-V/def2-TZVPD) results for a single C5H9NO molecule.

**Frontier orbital gap**: 9.15 eV
**Calculated total energy**: -8866.28938 eV
**ΔE to the lowest compared entry with this formula, charge and spin**: 282.05 kJ/mol
**LUMO**: -0.2 eV
**Multiplicity**: 1

Each line ends with the Löwdin charge.
Positions of all 16 atoms, in Å:
C1 1.498 -1.099 -0.173  -0.064
C2 0.295 -0.785 0.643  -0.094
N1 0.746 1.341 1.377  0.098
C3 -0.373 1.495 0.757  -0.522
O1 -1.191 2.304 0.409  0.088
C4 -0.876 -0.208 0.184  -0.263
C5 -1.216 -0.083 -1.282  -0.073
H1 1.565 -0.473 -1.063  0.081
H2 1.422 -2.146 -0.503  0.099
H3 2.416 -1.001 0.411  0.086
H4 0.334 -1.113 1.678  0.123
H5 1.059 2.258 1.705  0.065
H6 -1.739 -0.346 0.835  0.136
H7 -0.368 0.256 -1.884  0.080
H8 -2.021 0.645 -1.416  0.080
H9 -1.552 -1.047 -1.678  0.081

Cartesian forces (eV/Å) of the 6 atoms listed first:
-0.04 0.12 -0.02
-0.11 -0.19 -0.14
0.13 0.27 0.11
-0.38 0.79 -0.10
0.58 -0.76 0.19
-0.12 -0.54 -0.11

No. 3
DFT (ωB97M-V/def2-TZVPD) results for a single C5H8O molecule.

**Frontier orbital gap**: 9.87 eV
**Calculated total energy**: -7359.11861 eV
**ΔE to the lowest compared entry with this formula, charge and spin**: 302.64 kJ/mol
**LUMO**: 0.9 eV
**Multiplicity**: 1
**SMILES**: C=C=C(C)OC

Each line ends with the Löwdin charge.
Positions of all 14 atoms, in Å:
C1 2.078 1.375 -0.784  0.020
C2 0.776 1.251 -0.834  -0.022
C3 -0.268 0.646 -0.326  -0.390
C4 -1.741 0.624 -0.538  -0.025
O1 0.110 -0.237 0.685  -0.144
C5 0.582 -1.482 0.216  -0.095
H1 2.531 2.024 -0.040  0.066
H2 2.718 0.708 -1.354  0.063
H3 -2.208 0.813 0.434  0.087
H4 -2.112 1.337 -1.274  0.082
H5 -2.033 -0.391 -0.839  0.086
H6 1.468 -1.769 0.792  0.089
H7 -0.207 -2.226 0.357  0.085
H8 0.853 -1.441 -0.849  0.096

Cartesian forces (eV/Å) of the 6 atoms listed first:
-0.07 0.07 -0.07
0.16 -0.40 0.45
0.03 0.07 -0.10
-0.06 0.08 -0.03
-0.28 -0.11 0.32
0.05 -0.38 -0.03

Repeat the second record exactly.
DFT (ωB97M-V/def2-TZVPD) results for a single C5H9NO molecule.

**Frontier orbital gap**: 9.15 eV
**Calculated total energy**: -8866.28938 eV
**ΔE to the lowest compared entry with this formula, charge and spin**: 282.05 kJ/mol
**LUMO**: -0.2 eV
**Multiplicity**: 1

Each line ends with the Löwdin charge.
Positions of all 16 atoms, in Å:
C1 1.498 -1.099 -0.173  -0.064
C2 0.295 -0.785 0.643  -0.094
N1 0.746 1.341 1.377  0.098
C3 -0.373 1.495 0.757  -0.522
O1 -1.191 2.304 0.409  0.088
C4 -0.876 -0.208 0.184  -0.263
C5 -1.216 -0.083 -1.282  -0.073
H1 1.565 -0.473 -1.063  0.081
H2 1.422 -2.146 -0.503  0.099
H3 2.416 -1.001 0.411  0.086
H4 0.334 -1.113 1.678  0.123
H5 1.059 2.258 1.705  0.065
H6 -1.739 -0.346 0.835  0.136
H7 -0.368 0.256 -1.884  0.080
H8 -2.021 0.645 -1.416  0.080
H9 -1.552 -1.047 -1.678  0.081

Cartesian forces (eV/Å) of the 6 atoms listed first:
-0.04 0.12 -0.02
-0.11 -0.19 -0.14
0.13 0.27 0.11
-0.38 0.79 -0.10
0.58 -0.76 0.19
-0.12 -0.54 -0.11